No. 1
Here is a cluster of 4 separate species, C20H42NO8 in total at a distorted geometry from the OMol25 dataset. Energies are from ωB97M-V with the def2-TZVPD basis set.

Geometry as XYZ:
```
71
Properties=species:S:1:pos:R:3:forces:R:3:mulliken_charge:R:1
C -1.620359 -1.182662 0.123686 1.9 -0.8 -0.3 0.279
C -0.527766 -0.781642 0.515250 0.2 -0.2 -0.3 -0.816
C 0.945776 -0.406767 0.945996 -1.2 -1.3 -0.2 -0.243
C 1.876543 -1.513473 0.301586 0.6 0.0 -0.1 0.291
N 2.066203 -2.702496 0.858306 0.3 2.1 -1.0 -0.064
C 2.957039 -3.565887 0.004875 -1.5 -0.9 -1.7 -0.639
C 2.460273 -3.035864 -1.424603 0.3 1.7 0.9 -0.022
C 3.120388 -3.631764 -2.734531 -0.7 -1.8 1.2 -0.597
O 2.199423 -3.688217 -3.848128 2.5 2.2 -0.8 -0.165
O 1.137796 -4.466305 -3.478353 -2.1 -1.7 1.7 -0.399
C 2.689327 -1.470390 -1.079898 -0.8 -0.4 0.0 -0.507
H -2.367170 -1.846431 -0.400034 0.8 1.6 1.2 0.371
H 1.240930 0.627750 0.602242 -0.3 -1.3 0.4 0.398
H 1.016502 -0.517515 2.080977 0.0 0.4 -1.5 0.111
H 1.635489 -2.960879 1.758175 0.4 0.0 -0.6 0.303
H 4.047119 -3.331819 0.172214 -1.2 -0.6 0.1 0.300
H 2.603169 -4.636727 0.040520 1.0 1.1 0.7 0.424
H 1.323913 -3.114704 -1.365786 1.5 -0.5 -0.8 0.329
H 3.357827 -4.729723 -2.501686 0.0 1.4 -0.2 0.438
H 4.074425 -3.105117 -3.022359 -1.3 -0.4 -0.1 0.285
H 0.659938 -4.791113 -4.268391 1.0 0.6 -0.1 0.326
H 2.324440 -0.739270 -1.871183 0.1 -0.8 1.3 0.314
H 3.803078 -1.257145 -0.921948 -1.5 -0.3 0.2 0.306
C 0.524404 5.052334 5.218262 -0.1 0.1 0.1 -0.678
O -0.683778 4.329872 5.022784 0.3 -0.1 -0.3 -0.368
C -0.935754 4.052460 3.649593 -0.3 -0.2 0.4 -0.709
C -0.584641 2.612364 3.302702 0.2 0.4 -0.4 -0.276
O 0.823354 2.387427 3.390666 -0.2 -0.2 0.2 -0.368
C 1.186382 1.714558 4.587897 0.2 0.1 -0.1 -0.855
H 0.763375 5.033536 6.282415 -0.1 0.0 -0.1 0.245
H 1.357300 4.608685 4.667795 0.0 0.0 0.0 0.278
H 0.390145 6.093046 4.907591 0.1 0.0 0.0 0.326
H -0.398075 4.754440 3.004079 0.0 -0.1 0.0 0.357
H -2.008105 4.200824 3.487014 0.0 0.0 -0.1 0.389
H -0.873789 2.422038 2.263394 -0.1 0.0 0.0 0.313
H -1.133983 1.910487 3.938102 0.0 0.1 0.1 0.354
H 0.898198 0.658826 4.522889 -0.1 0.0 0.2 0.337
H 0.726093 2.167943 5.468259 0.0 0.0 0.0 0.379
H 2.271089 1.774003 4.694125 -0.1 0.0 -0.1 0.276
C 3.187273 1.920692 -7.410754 0.1 0.0 -0.1 -0.712
O 4.373532 1.518844 -6.738828 -0.3 0.1 0.3 -0.379
C 4.553786 2.197627 -5.500598 0.3 -0.4 -0.2 -0.663
C 4.164101 1.314098 -4.323820 -0.3 0.5 0.0 -0.354
O 2.761036 1.056183 -4.310991 0.2 -0.3 -0.1 -0.373
C 2.444318 -0.236016 -4.806457 -0.2 0.2 0.0 -0.419
H 3.000247 1.215305 -8.221570 0.1 0.0 0.1 0.247
H 2.321961 1.920094 -6.743884 0.0 0.0 0.0 0.303
H 3.321904 2.918815 -7.838717 -0.1 0.0 0.0 0.332
H 3.995839 3.139290 -5.486343 -0.1 -0.1 0.1 0.334
H 5.618982 2.437411 -5.421636 0.0 0.0 0.1 0.385
H 4.399210 1.844686 -3.394982 0.0 0.0 0.0 0.402
H 4.733974 0.378929 -4.330837 0.0 0.0 -0.1 0.278
H 2.713569 -0.993760 -4.062214 0.0 -0.2 -0.1 -0.138
H 2.951271 -0.449846 -5.750033 0.0 0.0 0.1 0.419
H 1.366823 -0.280538 -4.974240 0.1 0.0 0.1 0.316
C -5.491327 -1.390260 0.716603 0.2 0.0 0.1 -0.843
O -4.842655 -1.090843 1.943406 -0.2 0.1 -0.2 -0.356
C -5.352655 0.093858 2.552787 0.3 -0.3 0.4 -0.379
C -6.306707 -0.234823 3.692676 -0.3 0.3 -0.3 -0.531
O -7.498025 -0.846274 3.208764 0.4 -0.2 0.0 -0.369
C -7.501710 -2.253654 3.400546 -0.2 0.1 0.0 -0.688
H -5.216662 -2.405809 0.424632 0.0 0.0 0.1 0.252
H -6.578202 -1.338241 0.807694 0.0 0.0 0.0 0.429
H -5.152611 -0.697285 -0.061372 -0.1 0.0 -0.1 0.313
H -5.835457 0.737445 1.810446 -0.1 -0.1 0.0 0.356
H -4.493069 0.636764 2.959671 0.0 0.0 0.0 0.257
H -6.603105 0.699259 4.180686 0.1 0.0 0.0 0.370
H -5.819262 -0.865876 4.442567 0.0 0.0 -0.1 0.328
H -7.669253 -2.483241 4.457681 0.1 -0.1 0.0 0.327
H -6.569312 -2.715387 3.066220 0.0 0.0 0.0 0.280
H -8.324326 -2.672127 2.818404 0.0 0.1 0.1 0.247
```
Positions in Å, forces in eV/Å.

Computed properties:
- HOMO-LUMO gap (eV) = 6.70
- multiplicity = 1
- total charge = +1
- relative energy (zero: lowest compared OMol25 entry of this formula, charge and spin) (kcal/mol) = 119.3


No. 2
Here is a structure of composition C32H33HfN6O5P at a distorted geometry from the OMol25 dataset. Energies are from ωB97M-V with the def2-TZVPD basis set.

Geometry as XYZ:
```
78
Properties=species:S:1:pos:R:3:forces:R:3:mulliken_charge:R:1
Hf 0.190712 0.099698 -0.706930 0.9 0.5 0.3 1.776
O 1.337153 0.341348 -4.975027 0.1 0.1 -0.1 -0.369
C 1.148146 -0.127738 -3.804661 -0.1 -0.6 0.4 0.528
O 0.931673 0.547185 -2.772180 0.7 0.6 0.3 -0.781
C 1.239273 -1.614626 -3.633659 0.2 0.4 0.4 0.156
C 1.565731 -2.589088 -4.565830 0.0 0.1 0.1 -0.759
C 1.871169 -3.857972 -4.072592 0.0 0.0 0.0 -0.622
C 1.931931 -4.078313 -2.697169 0.0 0.1 0.0 -0.869
C 1.594613 -3.023534 -1.857799 -0.3 0.1 0.0 0.415
N 1.196450 -1.850966 -2.324322 -0.5 0.2 -0.7 -0.205
C 1.696343 -2.851441 -0.379828 -0.1 0.1 0.0 0.713
O 2.198734 -3.697623 0.442000 0.0 0.0 -0.1 -0.331
O 1.322139 -1.743389 0.046847 -0.3 -0.2 0.1 -0.110
H 1.370507 1.316881 -5.037807 0.0 0.0 0.0 0.519
H 1.615611 -2.366214 -5.624163 0.0 0.0 0.0 0.593
H 2.122385 -4.657624 -4.758068 0.0 0.0 0.0 0.506
H 2.251195 -5.042182 -2.320897 0.0 0.0 0.0 0.404
H 2.517853 -4.525644 0.039474 0.0 0.0 0.1 0.339
O 0.492798 1.876964 0.668782 0.0 0.3 -0.6 -0.560
N -0.904463 1.640092 0.646431 -0.6 -0.3 0.0 0.246
C -1.580292 1.672282 1.757960 0.4 0.3 0.2 -0.336
C -1.058063 1.684823 3.096884 0.0 -0.1 -0.1 -0.201
C -1.706533 2.377772 4.126678 0.0 -0.1 0.0 -0.769
C -1.319072 2.163451 5.435567 0.0 0.0 0.0 -0.919
C -0.370968 1.186477 5.718243 0.0 0.0 0.0 -0.859
C 0.221299 0.440050 4.703093 0.0 0.0 -0.1 -0.584
C -0.069156 0.703229 3.372343 0.1 0.4 -0.1 1.366
P 0.681582 -0.309797 2.044218 -0.4 -0.7 0.3 0.597
C 0.255358 -1.990076 2.552452 0.0 0.1 0.1 0.835
C -0.956661 -2.449161 2.025384 -0.1 0.0 0.0 -0.245
C -1.453685 -3.696086 2.366657 0.1 0.0 0.1 -0.884
C -0.744655 -4.484034 3.269578 -0.1 0.0 0.0 -0.708
C 0.452527 -4.032401 3.804706 0.0 0.0 0.0 -0.877
C 0.958108 -2.788314 3.447625 0.1 0.1 -0.1 0.011
C 2.438714 0.134141 2.005146 0.1 -0.1 0.0 1.216
C 3.285530 0.113422 3.111382 -0.1 -0.1 0.0 -0.549
C 4.623204 0.469918 2.984065 0.0 0.0 0.1 -0.932
C 5.135001 0.865107 1.761348 0.0 0.1 -0.2 -0.707
C 4.310719 0.916584 0.637443 0.0 0.0 0.2 -1.342
C 2.987055 0.552967 0.788673 0.0 0.0 -0.3 0.151
H 0.813556 2.607780 1.237053 -0.1 0.0 0.0 0.503
H -2.654362 1.613863 1.602110 -0.1 0.0 0.0 0.625
H -2.498521 3.079174 3.898609 0.0 0.0 0.0 0.584
H -1.785458 2.718200 6.238042 0.0 0.0 0.0 0.457
H -0.108141 0.979627 6.747425 0.0 0.0 0.0 0.497
H 0.889975 -0.364000 4.979093 0.0 0.0 0.0 0.341
H -1.568262 -1.802699 1.389361 0.1 0.0 -0.1 0.261
H -2.397878 -4.041788 1.969253 0.0 0.0 0.0 0.511
H -1.138325 -5.446019 3.568553 0.0 0.0 0.0 0.468
H 0.993934 -4.650735 4.507641 0.0 0.0 0.0 0.504
H 1.903251 -2.458865 3.862185 0.0 0.0 0.0 0.412
H 2.915707 -0.170741 4.086505 0.0 0.0 0.0 0.306
H 5.266308 0.443495 3.853409 0.0 0.0 0.0 0.505
H 6.174621 1.151498 1.674242 0.0 0.0 0.0 0.465
H 4.699643 1.255229 -0.312247 0.0 0.0 0.0 0.537
H 2.370702 0.676433 -0.136610 0.1 -0.1 0.0 0.438
C -1.283546 2.915104 -1.964374 0.1 -0.1 0.3 -0.678
N -1.446135 1.350529 -1.965768 -0.8 -0.6 -0.5 1.341
C -2.891724 1.062262 -1.454888 0.2 -0.1 0.2 -0.763
N -3.903442 1.800893 -2.123839 0.1 -0.1 0.0 0.137
C -3.632195 3.235354 -2.005332 -0.1 0.1 0.0 -0.800
N -2.351436 3.566919 -2.635663 0.0 -0.1 -0.1 0.134
C -2.404810 3.180018 -4.047214 0.0 0.0 0.0 -0.716
N -2.647791 1.737900 -4.145255 0.1 0.0 0.1 0.278
C -1.594711 1.042730 -3.489555 0.2 -0.1 0.0 -1.105
C -3.938194 1.420889 -3.536406 -0.1 0.0 0.0 -0.735
H -0.330526 3.116494 -2.457806 0.0 0.0 0.0 0.438
H -1.261035 3.249388 -0.929282 0.1 -0.1 -0.1 0.164
H -2.922884 1.305315 -0.400197 0.0 0.0 0.1 0.012
H -3.063494 -0.009963 -1.601255 0.0 0.0 0.0 0.534
H -3.612416 3.527388 -0.953685 0.0 0.0 0.0 0.327
H -4.427245 3.788501 -2.502088 0.0 0.0 0.0 0.332
H -1.461137 3.434381 -4.533114 0.0 0.0 0.0 0.305
H -3.206868 3.719303 -4.547238 0.0 0.0 0.0 0.355
H -0.657928 1.356560 -3.943447 -0.3 0.0 0.0 0.114
H -1.749278 -0.037939 -3.575250 0.1 0.0 -0.1 0.375
H -4.142075 0.352743 -3.627621 0.0 0.0 0.0 0.325
H -4.727825 1.968582 -4.047403 0.0 0.0 0.0 0.359
```
Positions in Å, forces in eV/Å.

Computed properties:
- HOMO-LUMO gap (eV) = 5.22
- multiplicity = 1
- total charge = +4
- relative energy (zero: lowest compared OMol25 entry of this formula, charge and spin) (kcal/mol) = 100.1